# 1
C24H25N7ORuS4 as an isolated structure at a distorted geometry, computed with wB97M-V/def2-TZVPD.

```
! RIJCOSX wB97M-V def2-TZVPD def2/J DEFGRID3
* xyz -1 2
Ru 0.203 0.308 0.343
S -2.022 -0.059 -0.851
C -2.726 0.241 0.699
S -1.703 -0.126 2.041
C -4.018 0.708 0.824
C -4.638 0.982 2.051
N -5.208 1.219 3.022
C -4.786 0.984 -0.316
N -5.437 1.231 -1.231
C 0.971 -2.626 -1.250
N 1.097 -4.062 -1.477
C -0.203 -4.685 -1.249
N -0.691 -4.443 0.104
C -0.784 -3.005 0.307
N 0.511 -2.332 0.114
C 1.468 -2.930 1.053
N 1.592 -4.366 0.873
C 2.032 -4.604 -0.497
C 0.279 -4.973 1.052
H 0.248 -2.205 -1.959
H 1.950 -2.161 -1.413
H -0.109 -5.765 -1.411
H -0.925 -4.275 -1.961
H -1.137 -2.816 1.325
H -1.505 -2.596 -0.406
H 1.123 -2.732 2.072
H 2.458 -2.491 0.899
H 2.130 -5.683 -0.650
H 3.008 -4.131 -0.642
H -0.076 -4.762 2.066
H 0.371 -6.055 0.918
C 2.574 -0.580 3.381
O 2.265 -0.267 2.030
C 3.268 -0.029 1.147
S 4.862 -0.088 1.539
S 2.689 0.317 -0.410
H 1.954 -1.424 3.686
H 2.348 0.282 4.013
H 3.631 -0.838 3.476
C -1.142 3.555 4.054
C -1.687 4.246 2.983
C -1.277 3.997 1.690
C -0.274 3.039 1.438
C 0.307 2.391 2.549
C -0.131 2.633 3.828
N 0.093 2.599 0.206
C 0.002 3.334 -0.926
C -0.094 2.651 -2.154
C -0.295 3.344 -3.325
C -0.336 4.734 -3.320
C -0.121 5.424 -2.135
C 0.058 4.744 -0.951
H -1.504 3.729 5.056
H -2.470 4.970 3.159
H -1.755 4.494 0.858
H 1.140 1.721 2.353
H 0.300 2.098 4.661
H -0.029 1.560 -2.137
H -0.415 2.793 -4.246
H -0.515 5.270 -4.240
H -0.096 6.507 -2.142
H 0.274 5.289 -0.041
*
```

Output
HOMO energy (spin up / spin down)	-4.694 / -4.554	eV
gap between HOMO and LUMO (spin up / spin down)	5.773 / 5.349	eV
LUMO level (spin up / spin down)	1.079 / 0.796	eV

Partial charges, Löwdin, in e: 0.7736 0.6265 -1.1105 0.6278 -0.4004 -0.2608 0.1456 -0.2807 0.1472 -0.1992 -0.0880 -0.1778 -0.0885 -0.2293 -0.1236 -0.1837 -0.0846 -0.1751 -0.1797 0.1233 0.0852 0.1240 0.1291 0.0908 0.0688 0.1200 0.1156 0.1240 0.1312 0.1280 0.1239 -0.1039 -0.3729 -1.3917 0.6050 0.5888 0.0853 0.0911 0.0278 -0.1071 -0.0927 -0.0312 -0.3284 -0.1085 -0.1146 -0.0127 -0.3024 -0.0674 -0.1001 -0.1197 -0.1075 -0.0445 0.0920 0.0993 0.1081 0.0707 0.0958 0.0502 0.0977 0.0872 0.0963 0.1076

---

# 2
A 2-piece molecular cluster, C24H25NO4S2 overall at a distorted geometry, computed with wB97M-V/def2-TZVPD.

```
! RIJCOSX wB97M-V def2-TZVPD def2/J DEFGRID3
* xyz 0 1
C -1.137 1.376 1.748
C -0.844 0.206 1.147
S -1.923 -0.465 -0.123
O -2.657 0.661 -0.658
O -1.119 -1.294 -0.997
C -3.118 -1.581 0.643
C -2.972 -2.964 0.526
C -3.966 -3.814 1.016
C -5.068 -3.287 1.690
C -5.182 -1.903 1.857
C -4.232 -1.047 1.295
S 0.758 -0.554 1.478
O 1.025 -0.323 2.881
O 1.713 -0.109 0.482
C 0.662 -2.331 1.227
C 1.102 -2.875 0.023
C 1.063 -4.259 -0.153
C 0.623 -5.088 0.883
C 0.214 -4.530 2.097
C 0.244 -3.148 2.279
H -2.080 1.871 1.526
H -0.499 1.748 2.546
H -2.080 -3.376 0.060
H -3.875 -4.889 0.860
H -5.838 -3.953 2.085
H -6.020 -1.483 2.415
H -4.347 0.034 1.355
H 1.468 -2.221 -0.766
H 1.382 -4.676 -1.108
H 0.600 -6.172 0.743
H -0.127 -5.166 2.914
H -0.061 -2.695 3.220
C 2.794 1.191 -4.388
C 3.217 0.448 -3.279
C 2.971 0.924 -1.989
C 2.233 2.095 -1.800
C 2.005 2.670 -0.410
C 2.656 4.055 -0.158
C 1.528 4.974 0.353
C 0.224 4.171 0.223
N 0.628 2.818 -0.032
C 1.733 2.791 -2.907
C 2.043 2.359 -4.202
H 3.054 0.856 -5.394
H 3.745 -0.498 -3.400
H 3.339 0.390 -1.115
H 2.425 1.952 0.300
H 3.443 3.948 0.594
H 3.108 4.451 -1.073
H 1.688 5.230 1.404
H 1.480 5.904 -0.218
H -0.381 4.229 1.136
H -0.391 4.560 -0.608
H -0.054 2.176 -0.413
H 1.107 3.674 -2.756
H 1.699 2.941 -5.058
*
```

Output
HOMO energy	-7.811	eV
energy relative to the best compared isomer or geometry (same formula, charge and spin)	0.00	kcal/mol
gap between HOMO and LUMO	7.436	eV
LUMO level	-0.374	eV
SMILES	C=C(S(=O)(=O)c1ccccc1)S(=O)(=O)c1ccccc1.c1ccc([C@H]2CCCN2)cc1

Partial charges, Löwdin, in e: 0.0539 -0.3849 0.6976 -0.2983 -0.3004 -0.2594 -0.0517 -0.0643 -0.0708 -0.0684 -0.0571 0.7210 -0.2968 -0.3028 -0.2855 -0.0643 -0.0598 -0.0732 -0.0776 -0.0584 0.0925 0.0937 0.1082 0.1103 0.1090 0.1087 0.1145 0.1170 0.1111 0.1076 0.1082 0.1187 -0.0998 -0.0831 -0.0420 -0.1762 -0.3123 -0.1057 -0.1549 -0.2225 -0.0266 -0.0370 -0.0868 0.0971 0.0992 0.0999 0.1063 0.1088 0.1085 0.1015 0.1023 0.0957 0.1079 0.1064 0.1163 0.0988

---

# 3
One molecule with the formula C24H25NO6 at a distorted geometry, computed with wB97M-V/def2-TZVPD.

```
! RIJCOSX wB97M-V def2-TZVPD def2/J DEFGRID3
* xyz 0 1
C 2.804 5.465 -1.924
C 2.806 3.982 -1.545
C 4.151 3.342 -1.901
C 2.589 3.861 -0.032
C 1.655 3.243 -2.311
C 1.799 3.290 -3.835
O 1.667 1.867 -1.980
C 0.939 1.336 -0.979
O 1.069 0.162 -0.744
C -0.038 2.228 -0.324
C -0.758 1.904 0.774
C -0.569 0.755 1.626
C 0.699 0.315 2.020
C 0.843 -0.841 2.745
C -0.275 -1.617 3.067
O -0.010 -2.821 3.648
C -1.044 -3.777 3.720
C -1.696 -4.127 2.369
O -2.798 -4.627 2.331
N -0.918 -3.828 1.304
C -1.285 -3.800 -0.053
C -2.324 -4.573 -0.556
C -2.638 -4.498 -1.901
C -1.926 -3.665 -2.747
C -0.892 -2.894 -2.240
C -0.569 -2.957 -0.899
C -1.548 -1.147 2.751
C -1.686 0.040 2.062
C -0.381 3.489 -1.021
O -1.335 4.167 -0.742
O 0.418 3.870 -2.033
H 1.811 5.890 -1.801
H 3.494 6.004 -1.280
H 3.121 5.610 -2.953
H 4.107 2.264 -1.770
H 4.924 3.739 -1.248
H 4.432 3.560 -2.927
H 3.390 4.379 0.489
H 1.647 4.314 0.272
H 2.604 2.819 0.286
H 1.787 4.318 -4.179
H 2.713 2.793 -4.138
H 0.953 2.765 -4.271
H -1.576 2.574 1.019
H 1.571 0.893 1.758
H 1.817 -1.195 3.045
H -0.574 -4.679 4.124
H -1.839 -3.471 4.411
H -0.023 -3.396 1.494
H -2.883 -5.214 0.105
H -3.446 -5.100 -2.290
H -2.176 -3.615 -3.796
H -0.334 -2.234 -2.887
H 0.225 -2.336 -0.508
H -2.430 -1.708 3.017
H -2.673 0.388 1.797
*
```

Output
HOMO energy	-8.509	eV
energy relative to the best compared isomer or geometry (same formula, charge and spin)	3.59	kcal/mol
gap between HOMO and LUMO	7.829	eV
LUMO level	-0.679	eV
SMILES	CC(C)(C)C1(C)OC(=O)C(=Cc2ccc(OCC(=O)Nc3ccccc3)cc2)C(=O)O1

Partial charges, Löwdin, in e: -0.0268 -0.4899 -0.0282 -0.0141 -0.4530 0.0474 0.0977 -0.4152 0.1333 -0.0343 0.0856 -0.2086 -0.0175 0.0171 -0.2743 -0.0411 -0.0859 -0.4676 0.0792 0.1454 -0.2123 -0.0145 -0.0815 -0.0980 -0.0815 -0.0193 0.0029 0.0036 -0.4357 0.1351 0.0988 0.0946 0.0902 0.0816 0.0935 0.0899 0.0818 0.0948 0.0955 0.0854 0.0918 0.0917 0.1025 0.1422 0.1179 0.1245 0.1431 0.1382 0.1413 0.1031 0.1030 0.0984 0.1038 0.1002 0.1199 0.1243

---

# 4
A 3-piece molecular cluster, C24H25NO7 overall at a distorted geometry, computed with wB97M-V/def2-TZVPD.

```
! RIJCOSX wB97M-V def2-TZVPD def2/J DEFGRID3
* xyz 0 1
O -0.314 5.822 -1.523
N -1.389 5.571 -1.073
O -1.859 4.384 -1.604
C -2.166 3.559 -0.445
C -2.197 1.992 -0.735
C -3.290 1.129 -0.062
C -3.372 -0.411 -0.247
C -4.513 -1.206 0.535
O -4.299 -1.080 1.990
C -2.913 -1.138 2.317
C -1.979 -2.365 2.027
C -0.466 -2.401 2.349
C 0.228 -1.155 3.009
C -0.671 0.058 3.349
C -2.206 0.081 3.015
C -2.361 -1.143 -1.173
C -1.266 -0.274 -1.846
C -1.160 1.284 -1.640
C 0.047 2.008 -2.368
O 0.669 3.017 -1.958
C 0.542 1.333 -3.752
C 0.459 -0.086 -3.932
C -0.170 -1.005 -2.775
O 0.124 -2.218 -2.596
H -1.473 3.737 0.457
H -3.233 3.848 -0.097
H -4.067 1.618 0.619
H -5.542 -0.753 0.333
H -4.530 -2.336 0.296
H -2.483 -3.270 1.549
H 0.124 -3.354 2.097
H 1.345 -1.193 3.214
H -0.165 0.952 3.863
H -2.767 1.026 3.311
H -2.381 -2.262 -1.381
H 0.964 1.962 -4.609
H 0.808 -0.621 -4.881
C 5.174 4.554 -2.892
C 4.413 4.262 -4.158
C 2.955 4.637 -4.192
O 4.956 3.744 -5.117
H 6.210 4.232 -3.010
H 5.161 5.627 -2.689
H 4.730 4.006 -2.057
H 2.845 5.713 -4.047
H 2.414 4.092 -3.415
H 2.536 4.369 -5.165
C 1.661 -7.258 3.679
C 1.177 -5.836 3.778
C 1.906 -4.920 4.724
O 0.233 -5.442 3.119
H 1.043 -7.802 2.961
H 2.697 -7.275 3.333
H 1.579 -7.747 4.652
H 2.953 -4.833 4.425
H 1.835 -5.305 5.744
H 1.449 -3.928 4.692
*
```

Output
HOMO energy	-8.461	eV
energy relative to the best compared isomer or geometry (same formula, charge and spin)	329.33	kcal/mol
gap between HOMO and LUMO	7.051	eV
LUMO level	-1.410	eV
SMILES	O=NOCc1cc(COc2ccccc2)cc2c1C(=O)C=CC2=O.CC(C)=O.CC(C)=O

Partial charges, Löwdin, in e: 0.0680 -0.0400 -0.1360 -0.1573 -0.0584 0.0432 -0.1268 -0.1390 -0.1358 -0.2216 -0.0036 -0.0484 -0.0758 -0.0748 -0.0011 0.0656 -0.0138 0.0166 -0.2595 0.0327 0.0308 0.0173 -0.2782 0.0345 0.1447 0.1335 0.1220 0.1351 0.1337 0.1017 0.0767 0.0801 0.0857 0.0903 0.1195 0.1188 0.1214 -0.0258 -0.5020 -0.0240 0.0552 0.0819 0.0846 0.0855 0.0882 0.0600 0.0810 -0.0247 -0.4942 -0.0192 0.0463 0.0838 0.0863 0.0861 0.0875 0.0875 0.0743

---

What did the first record say?
C24H25N7ORuS4 as an isolated structure at a distorted geometry, computed with wB97M-V/def2-TZVPD.

```
! RIJCOSX wB97M-V def2-TZVPD def2/J DEFGRID3
* xyz -1 2
Ru 0.203 0.308 0.343
S -2.022 -0.059 -0.851
C -2.726 0.241 0.699
S -1.703 -0.126 2.041
C -4.018 0.708 0.824
C -4.638 0.982 2.051
N -5.208 1.219 3.022
C -4.786 0.984 -0.316
N -5.437 1.231 -1.231
C 0.971 -2.626 -1.250
N 1.097 -4.062 -1.477
C -0.203 -4.685 -1.249
N -0.691 -4.443 0.104
C -0.784 -3.005 0.307
N 0.511 -2.332 0.114
C 1.468 -2.930 1.053
N 1.592 -4.366 0.873
C 2.032 -4.604 -0.497
C 0.279 -4.973 1.052
H 0.248 -2.205 -1.959
H 1.950 -2.161 -1.413
H -0.109 -5.765 -1.411
H -0.925 -4.275 -1.961
H -1.137 -2.816 1.325
H -1.505 -2.596 -0.406
H 1.123 -2.732 2.072
H 2.458 -2.491 0.899
H 2.130 -5.683 -0.650
H 3.008 -4.131 -0.642
H -0.076 -4.762 2.066
H 0.371 -6.055 0.918
C 2.574 -0.580 3.381
O 2.265 -0.267 2.030
C 3.268 -0.029 1.147
S 4.862 -0.088 1.539
S 2.689 0.317 -0.410
H 1.954 -1.424 3.686
H 2.348 0.282 4.013
H 3.631 -0.838 3.476
C -1.142 3.555 4.054
C -1.687 4.246 2.983
C -1.277 3.997 1.690
C -0.274 3.039 1.438
C 0.307 2.391 2.549
C -0.131 2.633 3.828
N 0.093 2.599 0.206
C 0.002 3.334 -0.926
C -0.094 2.651 -2.154
C -0.295 3.344 -3.325
C -0.336 4.734 -3.320
C -0.121 5.424 -2.135
C 0.058 4.744 -0.951
H -1.504 3.729 5.056
H -2.470 4.970 3.159
H -1.755 4.494 0.858
H 1.140 1.721 2.353
H 0.300 2.098 4.661
H -0.029 1.560 -2.137
H -0.415 2.793 -4.246
H -0.515 5.270 -4.240
H -0.096 6.507 -2.142
H 0.274 5.289 -0.041
*
```

Output
HOMO energy (spin up / spin down)	-4.694 / -4.554	eV
gap between HOMO and LUMO (spin up / spin down)	5.773 / 5.349	eV
LUMO level (spin up / spin down)	1.079 / 0.796	eV

Partial charges, Löwdin, in e: 0.7736 0.6265 -1.1105 0.6278 -0.4004 -0.2608 0.1456 -0.2807 0.1472 -0.1992 -0.0880 -0.1778 -0.0885 -0.2293 -0.1236 -0.1837 -0.0846 -0.1751 -0.1797 0.1233 0.0852 0.1240 0.1291 0.0908 0.0688 0.1200 0.1156 0.1240 0.1312 0.1280 0.1239 -0.1039 -0.3729 -1.3917 0.6050 0.5888 0.0853 0.0911 0.0278 -0.1071 -0.0927 -0.0312 -0.3284 -0.1085 -0.1146 -0.0127 -0.3024 -0.0674 -0.1001 -0.1197 -0.1075 -0.0445 0.0920 0.0993 0.1081 0.0707 0.0958 0.0502 0.0977 0.0872 0.0963 0.1076